Computed, not measured: a 2-piece molecular cluster, C4H8N2O5 overall in a non-equilibrium geometry, with the ωB97M-V functional and the def2-TZVPD basis.

The geometry in XYZ format:
```
19
Properties=species:S:1:pos:R:3
C -0.48003 1.67808 -1.36705
C 0.17431 1.57169 -0.04928
O -0.03054 0.26121 0.52002
N -1.43480 0.07383 0.94798
N -1.52899 1.29053 1.61559
O -2.46450 1.46265 2.37376
O -1.44808 -0.76526 2.13621
C -0.45138 -1.71806 1.99052
H -0.07928 2.44376 -2.03040
H -0.23093 0.78049 -2.00259
H -1.51096 1.59119 -1.22225
H -0.00343 2.37523 0.70901
H 1.32700 1.54438 -0.03481
H 0.55412 -1.20533 2.00011
H -0.63057 -2.40814 1.02831
H -0.26908 -2.23364 3.00825
O -3.74823 -1.83317 0.10006
C -2.87497 -1.35072 -0.46115
O -2.09167 -1.11772 -1.31126
```

Results
* energy relative to the best compared isomer or geometry (same formula, charge and spin): 180.8 kcal per mole
* orbital gap: 8.94 eV
* highest occupied orbital energy: -9.7 eV
* SMILES: CCON(N=O)OC.O=C=O
* max |F|: 5.4 eV/A